(w)
A molecular structure, C30H49AsN6O2RuS2Si2. Source: OMol25; level of theory: ωB97M-V/def2-TZVPD.

XYZ file:
```
93
Properties=species:S:1:pos:R:3:mulliken_charge:R:1
Ru -0.072 -0.882 -0.031 0.019
C 5.148 1.357 -1.166 -1.211
N 3.715 1.012 -1.233 0.136
C 3.000 1.651 -2.353 -0.983
C 3.179 0.022 -0.524 0.186
S 1.860 -0.892 -1.254 -0.472
N 3.662 -0.284 0.679 0.285
C 3.419 -1.572 1.330 -1.162
C 4.266 0.721 1.567 -1.211
H 5.537 1.344 -2.183 0.423
H 5.690 0.620 -0.586 0.407
H 5.305 2.349 -0.747 0.375
H 3.408 2.653 -2.469 0.402
H 1.939 1.723 -2.140 0.246
H 3.149 1.095 -3.278 0.368
H 3.234 -2.343 0.589 0.322
H 2.569 -1.503 2.006 0.231
H 4.308 -1.833 1.901 0.396
H 4.079 1.720 1.189 0.394
H 5.336 0.565 1.689 0.363
H 3.788 0.626 2.541 0.425
C -1.750 3.339 0.419 -0.665
N -1.571 2.645 1.688 0.124
C -2.475 2.918 2.822 -0.376
C -2.041 1.883 3.878 -0.553
N -0.857 1.287 3.234 0.028
C -0.702 1.711 1.990 0.244
S 0.582 1.148 0.930 -0.557
H -2.769 3.179 0.064 0.132
H -1.047 2.953 -0.311 0.167
H -1.582 4.406 0.553 0.382
H -3.501 2.767 2.499 0.068
H -2.348 3.949 3.149 0.570
H -2.804 1.125 4.032 0.185
H -1.774 2.335 4.828 0.469
H -0.333 0.513 3.602 0.215
C 2.002 -4.443 -1.652 -0.968
Si 0.861 -4.936 -0.303 0.297
C -0.660 -5.720 -0.968 -0.962
C 1.670 -5.876 1.052 -1.040
As 0.037 -2.992 0.923 0.416
Si -2.025 -3.652 2.013 0.450
C -1.606 -5.188 2.937 -1.130
C -3.226 -3.912 0.638 -0.696
C -2.389 -2.290 3.191 -0.281
H 1.873 -5.147 -2.482 0.449
H 3.047 -4.482 -1.334 0.308
H 1.791 -3.445 -2.033 0.230
H -0.355 -6.622 -1.511 0.462
H -1.170 -5.056 -1.671 0.306
H -1.366 -6.015 -0.191 0.209
H 1.859 -6.904 0.724 0.377
H 1.043 -5.922 1.945 0.285
H 2.626 -5.424 1.327 0.348
H -1.379 -6.034 2.285 0.325
H -2.465 -5.469 3.558 0.394
H -0.756 -5.026 3.605 0.326
H -3.466 -4.975 0.556 0.601
H -2.833 -3.585 -0.328 0.153
H -4.148 -3.360 0.834 0.049
H -1.554 -2.199 3.892 0.363
H -3.289 -2.522 3.769 0.452
H -2.538 -1.331 2.689 -0.544
O -1.347 -1.484 -1.779 -0.650
C -2.328 -0.945 -1.189 -0.384
N -3.574 -0.685 -1.580 0.280
C -4.342 -0.058 -0.492 2.388
C -3.241 0.018 0.605 -1.091
O -3.364 0.541 1.687 -0.350
N -2.103 -0.554 0.086 1.251
C -4.782 1.366 -0.846 -0.239
C -5.550 2.087 0.064 0.082
C -5.915 3.396 -0.214 -0.873
C -5.525 3.997 -1.407 -0.612
C -4.769 3.280 -2.319 -0.900
C -4.394 1.967 -2.037 -0.244
C -5.514 -0.946 -0.056 -0.092
C -5.837 -1.157 1.280 0.219
C -6.922 -1.962 1.618 -1.058
C -7.688 -2.561 0.629 -0.634
C -7.380 -2.335 -0.708 -0.892
C -6.304 -1.527 -1.044 -0.675
H -3.949 -0.979 -2.466 0.360
H -5.871 1.622 0.989 0.490
H -6.525 3.944 0.494 0.462
H -5.820 5.016 -1.627 0.437
H -4.471 3.733 -3.256 0.455
H -3.795 1.425 -2.757 0.423
H -5.252 -0.692 2.063 0.571
H -7.169 -2.115 2.661 0.471
H -8.530 -3.188 0.894 0.434
H -7.984 -2.779 -1.490 0.440
H -6.103 -1.340 -2.095 0.375
```

## Properties
LUMO level (alpha / beta) in eV: -7.364 / -7.336
E_HOMO (alpha / beta) in eV: -13.128 / -13.131
Total charge: +2
Kohn-Sham gap (alpha / beta) in eV: 5.76 / 5.80

***

(x)
A molecular structure, C30H49AsN6O2RuS2Si2. Source: OMol25; level of theory: ωB97M-V/def2-TZVPD.

XYZ file:
```
93
Properties=species:S:1:pos:R:3:mulliken_charge:R:1
Ru 0.256 -0.179 0.176 0.454
C -1.307 -2.951 5.152 -1.235
N -1.096 -2.653 3.729 0.115
C -1.872 -3.509 2.830 -0.878
C -0.575 -1.490 3.308 0.357
S -1.289 -0.757 1.896 -0.320
N 0.382 -0.903 4.025 0.343
C 0.706 0.518 3.886 -1.267
C 1.306 -1.655 4.880 -1.225
H -2.364 -3.179 5.293 0.409
H -1.067 -2.088 5.763 0.439
H -0.719 -3.809 5.478 0.360
H -1.824 -4.527 3.216 0.412
H -1.452 -3.481 1.828 0.094
H -2.916 -3.197 2.782 0.384
H -0.198 1.090 3.698 0.469
H 1.405 0.688 3.074 0.223
H 1.149 0.849 4.823 0.414
H 1.262 -2.714 4.644 0.391
H 1.095 -1.510 5.938 0.352
H 2.314 -1.291 4.684 0.427
C 2.681 1.177 -4.484 -0.839
N 1.557 0.278 -4.270 0.128
C 0.957 -0.513 -5.354 -0.589
C -0.271 -1.146 -4.677 -0.633
N -0.027 -0.850 -3.257 0.221
C 0.951 0.061 -3.114 0.237
S 1.350 0.881 -1.673 -0.494
H 3.220 0.854 -5.372 0.367
H 3.354 1.144 -3.630 0.235
H 2.340 2.203 -4.627 0.304
H 1.671 -1.256 -5.709 0.367
H 0.685 0.132 -6.187 0.388
H -0.333 -2.217 -4.848 0.297
H -1.201 -0.683 -5.007 0.337
H -0.764 -0.889 -2.574 0.171
C 2.436 -5.251 0.762 -1.024
Si 1.610 -4.242 -0.551 0.379
C 2.535 -4.189 -2.159 -0.875
C -0.180 -4.655 -0.777 -1.005
As 1.746 -1.962 0.260 0.114
Si 4.034 -1.208 0.570 0.308
C 4.648 -0.869 -1.149 -0.564
C 3.840 0.321 1.594 -0.657
C 4.997 -2.541 1.429 -1.101
H 2.294 -6.308 0.517 0.412
H 2.001 -5.084 1.750 0.338
H 3.508 -5.061 0.816 0.297
H 2.811 -5.216 -2.419 0.403
H 3.454 -3.606 -2.110 0.234
H 1.908 -3.796 -2.963 0.206
H -0.253 -5.536 -1.421 0.434
H -0.739 -3.849 -1.255 0.308
H -0.668 -4.899 0.168 0.264
H 4.092 -0.053 -1.611 -0.069
H 4.600 -1.748 -1.792 0.304
H 5.699 -0.570 -1.079 0.437
H 3.251 1.080 1.075 0.143
H 4.827 0.740 1.811 0.486
H 3.355 0.098 2.545 0.060
H 5.239 -3.364 0.755 0.306
H 4.477 -2.943 2.300 0.369
H 5.942 -2.116 1.780 0.407
O 0.561 1.773 0.913 -0.596
C -0.571 2.149 0.459 -0.079
N -1.228 3.295 0.525 0.226
C -2.442 3.193 -0.328 3.171
C -2.322 1.714 -0.837 -1.005
O -3.054 1.157 -1.603 -0.644
N -1.198 1.191 -0.221 0.685
C -3.725 3.312 0.481 -0.836
C -4.940 3.223 -0.193 -0.096
C -6.131 3.310 0.508 -0.932
C -6.121 3.489 1.886 -0.435
C -4.915 3.574 2.559 -0.967
C -3.716 3.480 1.859 -0.224
C -2.330 4.191 -1.474 -0.369
C -1.587 3.881 -2.610 -0.137
C -1.419 4.823 -3.614 -0.886
C -1.987 6.083 -3.489 -0.501
C -2.724 6.397 -2.357 -0.904
C -2.897 5.454 -1.353 -0.287
H -0.814 4.176 0.790 0.335
H -4.950 3.087 -1.267 0.486
H -7.071 3.243 -0.024 0.421
H -7.054 3.566 2.430 0.430
H -4.900 3.720 3.631 0.446
H -2.780 3.549 2.397 0.409
H -1.142 2.898 -2.722 0.427
H -0.852 4.572 -4.501 0.428
H -1.861 6.816 -4.275 0.417
H -3.173 7.376 -2.256 0.424
H -3.488 5.700 -0.480 0.465
```

## Properties
LUMO level (alpha / beta) in eV: -7.548 / -7.544
E_HOMO (alpha / beta) in eV: -12.847 / -12.846
Total charge: +2
Kohn-Sham gap (alpha / beta) in eV: 5.30 / 5.30

***

Of them, (w) has the highest stability.

***

(w)
A gas-phase ion, C3H9N4 (charge +1). Source: OMol25; level of theory: ωB97M-V/def2-TZVPD.

XYZ file:
```
16
Properties=species:S:1:pos:R:3:mulliken_spin:R:1
C 1.252 0.469 2.127 0.613
C -0.520 0.774 0.679 0.121
C -0.689 -0.410 -1.614 0.014
N 2.305 0.600 2.570 0.322
N -0.044 0.614 1.941 0.114
N 1.097 -1.111 -0.027 0.842
N -0.102 -0.635 -0.254 -0.036
H -1.660 0.811 0.553 -0.032
H -0.032 1.628 0.077 0.022
H -1.661 -0.117 -1.506 0.004
H -0.185 0.540 -1.866 0.001
H -0.364 -1.290 -2.315 -0.010
H 3.162 -0.013 2.732 0.034
H -0.549 0.709 2.833 -0.033
H 1.734 -1.003 -0.807 -0.012
H -0.794 -1.295 0.286 0.034
```

## Properties
LUMO level (alpha / beta) in eV: -3.299 / -6.266
E_HOMO (alpha / beta) in eV: -8.742 / -14.798
Total charge: +1
2S+1: 3
Kohn-Sham gap (alpha / beta) in eV: 5.44 / 8.53

***

(x)
2 unconnected molecules or ions with the total composition C3H9N4. Source: OMol25; level of theory: ωB97M-V/def2-TZVPD.

XYZ file:
```
16
Properties=species:S:1:pos:R:3:mulliken_spin:R:1
C -0.594 1.223 0.779 0.121
C -0.374 1.375 -0.773 0.018
C 1.371 -1.708 -0.101 0.007
N 0.046 -0.039 1.116 0.005
N -0.965 -0.966 -0.799 0.826
N -0.030 -0.015 -1.251 0.130
N 0.233 -0.720 -0.089 -0.024
H -0.237 2.012 1.389 0.020
H -1.702 1.117 0.821 0.030
H -1.432 1.635 -1.322 -0.006
H 0.381 2.161 -1.091 -0.006
H 2.256 -1.157 -0.049 0.004
H 1.227 -2.425 0.639 -0.001
H 1.182 -2.317 -1.107 -0.001
H 0.932 0.041 1.648 0.006
H -2.294 -0.219 0.190 0.872
```

## Properties
LUMO level (alpha / beta) in eV: -3.059 / -7.229
E_HOMO (alpha / beta) in eV: -12.814 / -15.437
Total charge: +1
2S+1: 3
Kohn-Sham gap (alpha / beta) in eV: 9.76 / 8.21

***

(y)
A gas-phase ion, C3H9N4 (charge +1). Source: OMol25; level of theory: ωB97M-V/def2-TZVPD.

XYZ file:
```
16
Properties=species:S:1:pos:R:3:mulliken_spin:R:1
C -0.573 0.061 -0.470 0.169
C -1.135 -1.228 -0.650 0.561
C 0.149 0.883 0.679 0.071
N 0.885 0.413 -0.393 0.349
N 0.321 0.486 2.051 0.018
N 1.431 1.247 -1.306 0.509
N -0.867 -2.267 0.020 0.304
H -1.088 0.741 -1.175 0.020
H -1.887 -1.122 -1.497 0.024
H -0.335 1.922 0.675 0.004
H 0.713 1.302 2.659 0.015
H 0.967 -0.250 2.177 -0.008
H 1.667 0.810 -2.148 -0.010
H 1.255 2.246 -1.360 0.003
H -1.383 -3.181 -0.038 -0.018
H -0.120 -2.063 0.777 -0.009
```

## Properties
LUMO level (alpha / beta) in eV: -2.820 / -7.301
E_HOMO (alpha / beta) in eV: -10.095 / -14.070
Total charge: +1
2S+1: 3
Kohn-Sham gap (alpha / beta) in eV: 7.27 / 6.77

***

(z)
2 unconnected molecules or ions with the total composition C3H9N4. Source: OMol25; level of theory: ωB97M-V/def2-TZVPD.

XYZ file:
```
16
Properties=species:S:1:pos:R:3:mulliken_spin:R:1
C 0.838 0.494 -0.318 0.190
C -1.105 -1.306 0.049 0.035
C 0.118 -0.571 0.438 0.488
N -1.673 0.650 1.826 0.349
N -0.491 0.807 1.879 0.634
N 2.052 0.975 0.107 0.085
N 0.594 0.752 -1.604 0.109
H -1.034 -1.450 -1.031 0.012
H -1.315 -2.188 0.544 0.003
H -1.873 -0.554 0.471 0.023
H 0.673 -1.097 1.290 -0.008
H -2.392 1.297 2.109 0.094
H 2.489 0.734 0.922 -0.001
H 2.634 1.511 -0.472 -0.005
H -0.448 0.546 -1.926 -0.004
H 1.211 1.272 -2.269 -0.004
```

## Properties
LUMO level (alpha / beta) in eV: -3.577 / -6.116
E_HOMO (alpha / beta) in eV: -11.185 / -14.895
Total charge: +1
2S+1: 3
Kohn-Sham gap (alpha / beta) in eV: 7.61 / 8.78

***

Of them, (z) has the highest stability.